Formula: C17H10BrCoF3N2O4SSe
Source: the Open Molecules 2025 dataset
Level of theory: ωB97M-V/def2-TZVPD

Structure (XYZ):
```
40
Properties=species:S:1:pos:R:3:forces:R:3:lowdin_spin:R:1
Co 0.200 -0.067 -0.429 0.03 0.12 0.25 1.089
Br 1.286 5.920 3.682 -0.03 -0.02 -0.01 -0.003
C 0.840 4.574 2.398 0.09 0.12 0.26 0.003
C 0.480 4.962 1.113 0.01 -0.06 0.02 0.068
C 0.185 3.992 0.181 0.02 -0.11 0.05 0.007
C 0.247 2.620 0.493 0.19 0.10 0.54 0.053
O -0.028 1.747 -0.420 -0.22 0.64 -0.38 0.064
C 0.616 2.244 1.829 -0.11 0.57 -0.63 0.015
C 0.686 0.894 2.222 0.03 -0.46 0.32 0.221
N 0.438 -0.148 1.441 0.23 -0.31 0.63 0.018
C 0.511 -1.437 1.913 -0.05 0.22 -0.11 0.068
C 0.810 -1.871 3.214 0.09 0.28 0.16 0.111
C 0.857 -3.226 3.498 -0.06 -0.21 -0.12 0.011
C 0.592 -4.188 2.542 0.09 -0.19 0.34 0.118
C 0.240 -3.801 1.237 -0.17 -0.12 -0.31 0.000
C -0.121 -4.692 0.206 0.02 0.46 -0.01 0.086
C -0.480 -4.180 -1.027 0.03 -0.21 0.11 0.021
C -0.450 -2.813 -1.249 -0.02 0.30 0.00 0.083
N -0.102 -1.940 -0.295 -0.02 -1.13 -0.18 0.031
C 0.215 -2.416 0.933 -0.04 -0.03 -0.05 -0.011
C 0.907 3.254 2.765 0.00 0.04 -0.18 0.058
H 0.444 6.008 0.848 -0.01 0.09 -0.01 0.004
H -0.082 4.267 -0.826 -0.06 -0.03 -0.15 -0.001
H 0.968 0.714 3.253 -0.01 -0.09 0.06 0.016
H 1.018 -1.167 4.003 0.02 0.10 0.05 0.012
H 1.100 -3.540 4.504 0.05 -0.01 0.09 -0.002
H 0.640 -5.239 2.787 -0.02 -0.07 0.02 0.007
H -0.131 -5.756 0.389 0.02 -0.09 0.05 0.004
H -0.787 -4.837 -1.827 0.00 0.00 -0.08 -0.001
H -0.717 -2.394 -2.208 0.03 0.07 -0.02 0.005
H 1.195 2.979 3.770 0.01 -0.02 0.07 0.002
Se 2.497 -0.133 -1.110 0.22 -0.04 0.12 1.726
F -1.203 -1.086 -4.701 -0.22 0.00 0.06 0.000
C -0.039 -0.420 -4.681 -0.19 0.24 0.16 0.001
F 0.921 -1.337 -4.513 0.29 -0.03 0.20 0.005
F 0.126 0.106 -5.901 0.10 0.26 0.14 0.000
S -0.047 0.861 -3.290 -0.61 -0.57 -1.79 0.012
O -1.011 1.816 -3.732 -0.23 0.15 0.12 0.004
O 1.316 1.291 -3.211 0.66 0.07 0.26 0.086
O -0.507 -0.046 -2.227 -0.16 -0.06 -0.05 0.010
```
Forces are in eV/Å.

<S²>: 6.0803
LUMO (spin up / spin down): 2.2888 / 0.7001 eV
HOMO energy (spin up / spin down): -2.5108 / -4.9141 eV
multiplicity: 5
largest force on an atom: 2.0 eV/A
charge: -1
ΔE to the lowest compared entry with this formula, charge and spin: 0.0 kcal/mol
gap between HOMO and LUMO (spin up / spin down): 4.80 / 5.61 eV



Formula: C17H10BrN5O4
Source: the Open Molecules 2025 dataset
Level of theory: ωB97M-V/def2-TZVPD

Structure (XYZ):
```
37
Properties=species:S:1:pos:R:3:forces:R:3:nbo_charge:R:1
O -6.076 -1.549 1.137 -0.18 -0.04 0.28 -0.369
N -5.445 -1.458 0.108 -0.38 -0.31 -0.08 0.527
O -5.696 -2.056 -0.914 -0.09 -0.18 -0.26 -0.363
C -4.305 -0.563 0.099 1.05 0.72 -0.28 0.036
C -3.986 0.128 1.280 -0.08 0.00 0.16 -0.208
C -2.913 0.977 1.297 -0.07 -0.09 -0.06 -0.170
C -2.144 1.145 0.134 0.06 -0.12 -0.34 -0.099
C -0.980 1.967 0.048 -0.03 -0.22 -0.88 0.578
O -0.575 2.609 1.144 -0.31 -0.19 0.16 -0.466
C 0.671 3.275 1.046 0.30 0.29 0.05 -0.122
C 1.743 2.358 0.570 0.78 0.14 -0.19 0.454
N 2.855 2.669 -0.012 -1.08 1.32 0.52 -0.282
N 3.498 1.521 -0.268 0.42 -1.52 -0.16 -0.277
C 2.746 0.551 0.166 0.42 0.86 -0.30 0.422
C 3.050 -0.859 0.063 -0.19 -0.59 0.10 -0.083
C 4.363 -1.210 -0.264 -0.14 0.01 0.06 -0.164
C 4.732 -2.533 -0.389 -0.01 0.01 -0.01 -0.213
C 3.792 -3.534 -0.193 -0.02 0.06 0.00 -0.182
C 2.485 -3.207 0.120 -0.07 -0.01 0.03 -0.240
C 2.114 -1.878 0.246 -0.06 0.11 0.01 -0.061
Br 0.286 -1.516 0.638 0.03 -0.36 -0.06 0.070
O 1.616 1.028 0.731 0.10 0.17 0.24 -0.408
N -0.292 2.082 -1.061 -0.18 0.48 0.92 -0.538
C -0.714 1.387 -2.128 -0.12 -0.23 -0.26 0.283
N -1.733 0.589 -2.185 -0.07 -0.26 -0.61 -0.442
C -2.468 0.446 -1.058 0.13 0.42 0.79 0.152
C -3.575 -0.420 -1.055 -0.36 -0.18 0.25 -0.155
H -4.598 -0.031 2.155 0.01 0.02 0.02 0.255
H -2.639 1.518 2.188 -0.03 0.01 0.12 0.235
H 0.888 3.635 2.056 -0.08 -0.05 -0.18 0.226
H 0.617 4.123 0.355 0.04 -0.15 0.12 0.232
H 5.070 -0.409 -0.413 0.11 0.04 -0.01 0.243
H 5.750 -2.786 -0.640 0.10 -0.01 -0.02 0.223
H 4.072 -4.572 -0.287 0.03 -0.10 -0.01 0.222
H 1.746 -3.980 0.264 -0.05 -0.03 0.01 0.233
H -0.120 1.512 -3.024 0.02 -0.01 -0.09 0.189
H -3.834 -0.960 -1.952 -0.01 -0.02 -0.03 0.264
```
Forces are in eV/Å.

LUMO: -1.0744 eV
structure (SMILES): O=[N+]([O-])c1ccc2c(OCc3nnc(-c4ccccc4Br)o3)ncnc2c1
HOMO energy: -9.1410 eV
multiplicity: 1
largest force on an atom: 1.8 eV/A
charge: 0
gap between HOMO and LUMO: 8.07 eV



Formula: C17H10N4O2PdS
Source: the Open Molecules 2025 dataset
Level of theory: ωB97M-V/def2-TZVPD

Structure (XYZ):
```
35
Properties=species:S:1:pos:R:3:forces:R:3:lowdin_spin:R:1
Pd 0.001 -1.435 0.001 0.00 -0.06 0.00 0.024
O 1.032 5.367 -0.003 0.00 0.34 0.00 0.486
C 0.002 4.654 -0.002 -0.19 -0.57 0.00 0.079
O -1.048 5.363 -0.003 0.18 0.22 0.00 0.549
C -0.002 3.209 -0.002 0.00 -0.07 0.00 0.161
C 1.223 2.502 -0.001 0.00 0.07 0.00 0.030
C 1.201 1.137 0.000 0.00 0.00 0.00 0.096
N 0.000 0.481 0.000 0.00 -0.10 0.00 0.242
C -1.202 1.135 0.000 0.01 0.01 0.00 0.096
C -1.225 2.500 -0.001 0.00 0.08 0.00 0.030
C -2.339 0.212 0.000 0.01 0.00 0.00 0.013
C -3.673 0.598 0.000 -0.01 0.02 0.00 0.017
C -4.660 -0.367 0.000 0.02 -0.01 0.00 0.011
C -4.304 -1.711 0.001 0.02 0.02 0.00 0.023
C -2.964 -2.039 0.001 -0.04 -0.07 0.00 0.008
N -2.007 -1.107 0.001 0.00 0.06 0.00 0.023
C 2.339 0.215 0.000 -0.02 0.01 0.00 0.013
C 3.673 0.604 0.000 0.01 0.02 0.00 0.017
C 4.661 -0.360 0.000 -0.02 0.00 0.00 0.011
C 4.307 -1.705 0.001 -0.02 0.02 0.00 0.023
C 2.968 -2.035 0.001 0.04 -0.07 0.00 0.008
N 2.009 -1.104 0.001 0.00 0.06 0.00 0.023
H 2.149 3.059 -0.001 0.02 -0.03 0.00 0.003
H -2.154 3.055 -0.001 -0.02 -0.03 0.00 0.003
H -3.923 1.649 -0.001 -0.01 0.00 0.00 0.000
H -5.702 -0.078 0.000 0.00 0.01 0.00 0.000
H -5.046 -2.495 0.001 0.00 0.00 0.00 0.001
H -2.622 -3.065 0.002 0.03 0.01 0.00 0.000
H 3.921 1.655 -0.001 0.01 0.00 0.00 0.000
H 5.703 -0.069 0.000 0.00 0.01 0.00 0.000
H 5.050 -2.487 0.001 0.00 0.00 0.00 0.001
H 2.627 -3.061 0.002 -0.03 0.01 0.00 0.000
S 0.002 -6.225 0.002 0.00 0.02 0.00 0.005
C 0.003 -4.611 0.002 0.00 -0.04 0.00 0.002
N 0.003 -3.440 0.001 0.00 0.08 0.00 0.001
```
Forces are in eV/Å.

<S²>: 2.0275
LUMO (spin up / spin down): -0.8929 / -2.5446 eV
HOMO energy (spin up / spin down): -6.3935 / -7.9244 eV
multiplicity: 3
largest force on an atom: 0.6 eV/A
charge: 0
gap between HOMO and LUMO (spin up / spin down): 5.50 / 5.38 eV



Formula: C17H11CoF10N2O10S3
Source: the Open Molecules 2025 dataset
Level of theory: ωB97M-V/def2-TZVPD

Structure (XYZ):
```
54
Properties=species:S:1:pos:R:3:forces:R:3:nbo_charge:R:1
Co -0.207 0.090 -0.139 0.48 0.17 0.09 1.416
F 0.174 -0.437 4.922 -0.02 0.03 0.00 -0.299
C -0.409 -0.591 3.739 -0.05 0.03 0.12 0.728
F 0.266 -1.493 3.040 0.01 -0.03 -0.08 -0.304
F -1.656 -1.022 3.919 0.01 -0.03 -0.06 -0.305
S -0.453 1.036 2.866 0.04 0.10 -0.27 2.278
O -0.954 0.723 1.518 -0.31 -0.13 0.53 -0.966
O -1.312 1.847 3.648 0.04 0.05 0.10 -0.869
N 1.019 1.541 2.851 0.22 -0.14 -0.29 -1.205
S 2.036 1.260 1.668 -0.12 0.32 0.51 2.256
O 2.622 2.445 1.156 0.01 0.02 -0.05 -0.861
O 1.558 0.256 0.712 -0.10 -0.52 -0.22 -0.938
C 3.385 0.360 2.543 -0.05 -0.07 0.01 0.742
F 2.924 -0.780 3.049 0.04 0.02 0.01 -0.305
F 4.357 0.096 1.681 0.01 -0.01 -0.02 -0.296
F 3.853 1.117 3.524 0.00 0.01 -0.02 -0.295
C -3.013 -4.268 -4.877 0.00 -0.02 0.03 -0.625
C -2.908 -4.972 -3.533 -0.01 -0.01 -0.04 -0.026
C -4.265 -5.476 -3.072 -0.01 -0.02 0.01 -0.403
C -4.134 -6.225 -1.759 0.02 0.01 0.00 -0.424
C -3.479 -5.349 -0.729 0.00 0.00 -0.05 -0.008
C -3.721 -5.530 0.611 0.01 0.00 0.01 -0.228
C -3.114 -4.709 1.560 0.01 0.02 -0.02 0.408
F -3.388 -4.931 2.852 0.00 0.00 0.00 -0.309
C -2.273 -3.697 1.206 -0.03 -0.03 -0.02 -0.249
C -2.011 -3.493 -0.158 0.02 0.00 0.00 -0.051
C -1.133 -2.413 -0.554 0.10 -0.02 0.05 0.491
O -0.634 -1.670 0.359 0.00 0.37 -0.05 -0.617
C -0.871 -2.273 -1.922 0.02 0.04 0.02 -0.322
C -1.478 -3.120 -2.814 -0.01 -0.01 0.03 0.171
N -2.332 -4.085 -2.478 0.02 0.02 -0.02 -0.316
C -2.608 -4.313 -1.130 -0.01 0.00 0.09 0.147
C 0.148 -1.315 -2.480 -0.04 -0.17 -0.09 0.786
O 0.499 -1.439 -3.634 0.02 0.04 0.03 -0.607
O 0.653 -0.443 -1.657 -0.32 0.21 -0.12 -0.642
H -3.587 -4.905 -5.549 0.01 0.00 0.00 0.233
H -2.048 -4.092 -5.347 0.00 0.01 -0.01 0.227
H -3.538 -3.316 -4.780 -0.01 0.00 0.00 0.226
H -2.231 -5.828 -3.624 0.00 0.01 0.02 0.205
H -4.667 -6.130 -3.846 0.00 0.01 -0.01 0.229
H -4.949 -4.629 -2.967 0.00 0.00 0.00 0.216
H -3.528 -7.123 -1.912 -0.01 -0.01 0.01 0.223
H -5.106 -6.556 -1.394 0.00 0.00 0.00 0.232
H -4.393 -6.310 0.945 0.00 0.00 0.01 0.235
H -1.818 -3.053 1.943 0.02 0.02 0.03 0.261
H -1.230 -2.997 -3.857 0.00 0.01 0.00 0.257
F -1.906 4.121 -0.176 -0.01 -0.01 -0.02 -0.296
C -2.603 3.001 -0.326 -0.09 0.04 0.01 0.742
F -3.731 3.269 -0.973 0.01 -0.05 -0.02 -0.300
F -2.895 2.497 0.858 0.02 -0.01 -0.03 -0.290
S -1.576 1.836 -1.353 -0.10 -0.61 0.31 2.281
O -1.889 2.149 -2.696 0.19 0.12 -0.02 -0.856
O -1.929 0.424 -0.910 0.28 0.50 -0.42 -0.891
O -0.192 1.991 -0.836 -0.31 -0.28 -0.06 -0.891
```
Forces are in eV/Å.

LUMO: -1.5393 eV
HOMO energy: -9.6227 eV
multiplicity: 1
largest force on an atom: 0.7 eV/A
charge: 0
ΔE to the lowest compared entry with this formula, charge and spin: 5.5 kcal/mol
gap between HOMO and LUMO: 8.08 eV



Formula: C17H11N4O4
Source: the Open Molecules 2025 dataset
Level of theory: ωB97M-V/def2-TZVPD

Structure (XYZ):
```
36
Properties=species:S:1:pos:R:3:forces:R:3:nbo_charge:R:1
C -0.167 0.913 2.687 -0.30 -0.13 0.12 0.008
C -1.244 1.654 3.014 1.47 -0.84 -0.56 -0.298
C -1.127 3.042 3.091 0.26 3.50 0.10 0.278
N -1.005 4.195 3.175 -0.19 -1.69 0.00 -0.263
C -2.466 1.074 3.352 -2.84 -1.43 0.70 0.288
N -3.466 0.547 3.623 1.27 0.80 -0.26 -0.294
C -0.148 -0.546 2.638 -0.08 -0.33 -0.05 -0.120
C -1.202 -1.278 2.095 -0.03 0.44 0.00 -0.114
C -1.170 -2.654 2.091 -0.14 -0.20 -0.04 -0.211
C -0.094 -3.328 2.632 -0.05 -0.20 -0.02 -0.196
C 0.958 -2.616 3.168 0.23 -0.17 0.17 -0.214
C 0.936 -1.242 3.171 -0.04 0.45 -0.11 -0.177
H 0.754 1.435 2.491 0.21 0.15 -0.04 0.239
H -2.047 -0.755 1.677 -0.07 -0.01 -0.15 0.222
H -1.995 -3.206 1.673 -0.15 -0.07 -0.11 0.214
H -0.078 -4.407 2.639 0.01 -0.12 -0.03 0.211
H 1.801 -3.136 3.592 0.16 -0.10 0.08 0.212
H 1.748 -0.686 3.608 0.26 0.10 0.05 0.211
C -1.287 1.649 -1.732 -0.27 0.89 0.85 -0.272
N -1.068 2.759 -0.889 -0.50 -1.28 -1.00 0.486
O -2.055 3.316 -0.375 0.00 -0.07 0.14 -0.508
O 0.092 3.144 -0.668 -0.16 0.50 0.55 -0.515
C -0.289 0.994 -2.446 0.42 0.32 0.32 -0.027
C 1.039 1.482 -2.491 0.55 0.04 -0.19 -0.218
C 2.022 0.791 -3.136 0.29 0.03 -0.12 -0.186
C 1.732 -0.409 -3.769 0.56 -0.37 -0.23 -0.070
N 2.817 -1.180 -4.346 -0.01 0.02 -0.08 0.524
O 2.586 -2.329 -4.739 0.16 0.70 0.15 -0.440
O 3.937 -0.657 -4.409 -0.69 -0.48 0.00 -0.438
C 0.424 -0.881 -3.799 -0.07 -0.38 -0.22 -0.177
C -0.572 -0.201 -3.156 0.17 0.18 -0.06 -0.257
H -2.299 1.297 -1.779 -0.29 0.23 0.16 0.194
H 1.273 2.407 -1.990 0.02 -0.21 -0.17 0.250
H 3.037 1.160 -3.164 0.02 0.02 0.05 0.230
H 0.209 -1.780 -4.354 -0.01 -0.17 0.04 0.227
H -1.585 -0.568 -3.176 -0.17 -0.09 -0.03 0.202
```
Forces are in eV/Å.

LUMO: 1.3759 eV
HOMO energy: -3.9229 eV
multiplicity: 1
largest force on an atom: 3.5 eV/A
charge: -1
ΔE to the lowest compared entry with this formula, charge and spin: 3.4 kcal/mol
gap between HOMO and LUMO: 5.30 eV



Formula: C17H11NO3S
Source: the Open Molecules 2025 dataset
Level of theory: ωB97M-V/def2-TZVPD

Structure (XYZ):
```
33
Properties=species:S:1:pos:R:3:forces:R:3:nbo_charge:R:1
O 0.669 -1.760 -0.549 -1.07 1.31 5.21 -0.547
C 0.635 -1.481 0.691 0.98 -0.80 -4.41 0.803
O -0.519 -1.499 1.508 0.59 0.91 -0.51 -0.514
C -1.703 -0.888 1.100 -1.98 -1.97 -0.92 0.524
C -2.933 -1.355 1.557 2.33 -0.89 0.72 -0.404
C -4.157 -0.828 0.949 -2.17 -1.17 3.22 0.352
O -5.237 -0.862 1.582 2.49 0.28 -2.45 -0.529
S -4.104 -0.458 -0.794 0.72 0.99 -0.71 0.319
C -2.448 0.222 -0.883 2.13 0.91 3.16 0.170
C -1.862 1.285 -1.775 0.56 0.76 -2.13 -0.128
C -2.574 1.848 -2.849 -1.45 -1.45 0.80 -0.155
C -2.102 2.669 -3.846 3.60 -0.54 0.93 -0.231
C -0.692 2.920 -3.794 0.36 0.22 0.09 -0.175
C 0.088 2.491 -2.719 0.25 0.26 2.10 -0.234
C -0.507 1.691 -1.710 -0.29 -0.04 -0.41 -0.127
N -1.595 0.028 0.110 -0.45 -0.33 -1.09 -0.507
C 1.961 -1.266 1.413 -0.51 -0.03 -1.12 -0.190
C 3.183 -1.067 0.725 -0.50 -0.52 0.64 -0.134
C 4.379 -1.063 1.478 -2.98 0.44 -1.00 -0.223
C 4.355 -1.231 2.850 1.81 -0.42 -0.48 -0.179
C 3.182 -1.518 3.482 0.29 0.45 0.26 -0.221
C 2.032 -1.432 2.762 -2.06 -0.40 2.05 -0.159
H -2.967 -2.221 2.354 -0.22 2.18 -1.62 0.265
H -3.566 1.428 -2.842 -0.68 0.54 -0.64 0.205
H -2.604 2.980 -4.711 -1.10 0.30 -0.72 0.226
H -0.076 3.421 -4.556 -1.06 0.11 0.01 0.218
H 1.159 2.900 -2.465 -2.13 -1.08 -1.12 0.230
H 0.082 1.339 -0.891 0.35 -0.11 0.30 0.230
H 3.159 -0.968 -0.364 0.17 -0.01 0.43 0.236
H 5.220 -0.848 0.905 1.74 0.20 -0.39 0.216
H 5.334 -1.201 3.310 -0.16 -0.10 0.52 0.218
H 3.027 -1.758 4.514 0.67 0.11 0.51 0.221
H 1.180 -1.517 3.458 -0.22 -0.14 -1.23 0.226
```
Forces are in eV/Å.

LUMO: -0.8483 eV
structure (SMILES): O=C(Oc1cc(=O)sc(-c2ccccc2)n1)c1ccccc1
HOMO energy: -8.9583 eV
multiplicity: 1
largest force on an atom: 5.5 eV/A
charge: 0
ΔE to the lowest compared entry with this formula, charge and spin: 51.7 kcal/mol
gap between HOMO and LUMO: 8.11 eV